Record 1
C14H25IrO3Si as an isolated structure, computed with ωB97M-V/def2-TZVPD.

Properties
**Energy**: -31762.369 eV
**⟨S²⟩**: 6.024
**Strongest force on any atom**: 0.41 eV/A
**HOMO-LUMO gap (alpha / beta)**: 8.83 / 5.71 eV

ORCA input file:
```
! wB97M-V def2-TZVPD RIJCOSX def2/J DEFGRID3
* xyz 2 5
Ir 0.2849 0.3141 0.6176
C -2.4389 -0.4587 -0.9424
O -1.6567 -0.7677 0.2324
C -2.4591 -0.9337 1.4116
C -1.5365 -1.2761 2.5532
O -0.4429 -0.3382 2.6633
C -0.6018 0.8063 3.5290
C -1.2426 1.9712 2.8165
O -0.5202 2.1959 1.5962
C -1.0312 3.3104 0.8358
H -3.1610 -1.2561 -1.1100
H -2.9546 0.4931 -0.8070
H -1.7510 -0.4051 -1.7802
H -3.0336 -0.0205 1.5852
H -3.1596 -1.7579 1.2595
H -2.0866 -1.3164 3.4938
H -1.0677 -2.2430 2.3791
H -1.1812 0.5267 4.4095
H 0.4083 1.0660 3.8417
H -2.2961 1.7979 2.5844
H -1.1734 2.8580 3.4510
H -1.0088 4.2074 1.4527
H -0.3798 3.4382 -0.0231
H -2.0523 3.1052 0.5112
C 2.8228 -0.4614 -2.0173
Si 2.4184 0.4610 -0.4467
C 2.7790 2.2789 -0.6380
C 3.7887 -0.2508 0.6945
C 5.1098 0.3334 0.6486
C 6.0694 -0.0262 1.5443
C 5.7962 -1.0741 2.4550
C 4.5327 -1.7345 2.4690
C 3.5739 -1.3608 1.5800
H 3.8722 -0.2857 -2.2639
H 2.2156 -0.0837 -2.8432
H 2.6566 -1.5351 -1.9311
H 3.7311 2.4436 -1.1491
H 2.8092 2.7869 0.3278
H 2.0065 2.7527 -1.2476
H 5.3261 1.1005 -0.0848
H 7.0397 0.4512 1.5484
H 6.5773 -1.4135 3.1242
H 4.3602 -2.5339 3.1770
H 2.6195 -1.8720 1.5692
*
```

---

Record 2
C14H25MnN3O3 as an isolated structure at a distorted geometry, computed with ωB97M-V/def2-TZVPD.

Properties
**Energy**: -56842.143 eV
**⟨S²⟩**: 8.754
**Relative energy (zero: lowest compared OMol25 entry of this formula, charge and spin)**: 0.0 kJ/mol
**Strongest force on any atom**: 2.41 eV/A
**HOMO-LUMO gap (alpha / beta)**: 4.81 / 4.65 eV

ORCA input file:
```
! wB97M-V def2-TZVPD RIJCOSX def2/J DEFGRID3
* xyz 2 6
C -1.3000 -2.1348 -4.3579
C -1.8814 -1.3137 -5.2796
H -1.2358 -3.2074 -4.5550
H -0.8829 -1.7342 -3.4497
C -2.0277 0.1048 -5.0231
C -1.7317 0.6451 -3.8057
H -1.4295 0.0272 -2.9666
H -1.8210 1.7236 -3.6506
C -2.3858 -1.8767 -6.5924
H -2.1683 -2.9481 -6.6388
H -1.8991 -1.3934 -7.4495
H -3.4703 -1.7448 -6.7192
C -2.5137 0.9795 -6.1605
H -3.4827 0.6326 -6.5414
H -1.8182 0.9874 -7.0130
H -2.6346 2.0096 -5.8121
Mn -0.4495 0.0351 3.7831
O -0.2601 -0.4696 1.7609
C 0.4947 0.0121 0.8614
O 0.8277 1.6225 3.3867
C 1.5469 1.7104 2.3675
O 2.5321 2.5824 2.2982
N 1.4538 0.9773 1.1999
C 3.2149 2.4469 1.0146
C 2.4473 1.4383 0.2314
H 4.2372 2.1175 1.2094
H 3.2285 3.4188 0.5178
H 3.0640 0.5988 -0.0944
H 1.9223 1.8948 -0.6101
C 0.4252 -0.4146 -0.5150
C -0.3713 -1.4561 -0.8610
H 1.0602 0.0790 -1.2612
H -1.0350 -1.8731 -0.1066
H -0.3042 -1.9315 -1.8320
N -0.5285 0.6976 5.9631
C 0.7578 0.3638 6.6761
C 1.1746 -1.0306 6.2845
N 1.2192 -1.1415 4.7940
H -0.7245 1.6955 6.0722
H -1.2972 0.2089 6.4315
H 1.5071 1.1068 6.3795
H 0.5960 0.4287 7.7601
H 2.1589 -1.2603 6.7050
H 0.4508 -1.7639 6.6566
H 2.0855 -0.7288 4.4348
H 1.2482 -2.1219 4.5072
*
```

---

Record 3
A 3-piece molecular cluster, C14H25N2O3S overall, computed with ωB97M-V/def2-TZVPD.

Properties
**Energy**: -34873.754 eV
**Strongest force on any atom**: 0.86 eV/A
**HOMO-LUMO gap**: 6.88 eV

ORCA input file:
```
! wB97M-V def2-TZVPD RIJCOSX def2/J DEFGRID3
* xyz 1 1
C 0.5284 -4.7353 -0.7349
C 0.3725 -3.3157 -1.2165
C 1.4972 -2.5662 -1.5032
C 1.3999 -1.2365 -1.9138
C 0.1584 -0.6472 -2.0426
C -0.9732 -1.3838 -1.7635
C -0.8839 -2.7139 -1.3434
C -2.1411 -3.4517 -0.9930
S -2.7774 -4.5432 -2.2581
O -2.4866 -3.7753 -3.6297
H 0.1244 -5.4665 -1.4404
H 1.5789 -4.9810 -0.6036
H 0.0446 -4.8722 0.2351
H 2.4768 -3.0134 -1.3905
H 2.2955 -0.6636 -2.1173
H 0.0632 0.3869 -2.3441
H -1.9339 -0.8900 -1.8675
H -2.0175 -4.0796 -0.1020
H -2.9599 -2.7648 -0.7682
H -1.7408 -5.3913 -2.3530
H -3.2445 -3.2030 -3.8397
C -0.9454 -0.8943 2.2146
O -1.1308 -1.8503 2.9491
N -1.1718 0.3865 2.5299
C -0.9243 1.4699 1.5936
C -1.6803 0.6966 3.8577
H -0.5688 -1.0338 1.1831
H -0.1975 2.1736 1.9951
H -1.8439 2.0176 1.3860
H -0.5398 1.0625 0.6594
H -0.9872 0.3475 4.6227
H -2.6385 0.2046 4.0237
H -1.8048 1.7726 3.9443
C 0.6291 4.9789 -0.0043
O -0.2717 4.4166 0.5921
N 1.9408 4.7750 0.2138
C 2.9635 5.4934 -0.5219
C 2.3411 3.8133 1.2258
H 0.4346 5.7322 -0.7852
H 3.6017 4.8003 -1.0732
H 3.5875 6.0774 0.1562
H 2.4929 6.1714 -1.2304
H 1.9631 2.8196 0.9807
H 1.9435 4.0949 2.2014
H 3.4262 3.7813 1.2761
*
```

---

Record 4
An isolated ion of composition C14H25N2O5 and charge +1 at a distorted geometry, computed with ωB97M-V/def2-TZVPD.

Properties
**Energy**: -28134.743 eV
**SMILES**: CCO[C@@H]1[NH+]=C(CNC)[C@H](CCC(=O)O)[C@H]1COC(C)=O
**Relative energy (zero: lowest compared OMol25 entry of this formula, charge and spin)**: 48.0 kJ/mol
**Strongest force on any atom**: 2.46 eV/A
**HOMO-LUMO gap**: 9.08 eV

ORCA input file:
```
! wB97M-V def2-TZVPD RIJCOSX def2/J DEFGRID3
* xyz 1 1
C 3.2906 2.4641 1.6740
C 2.1408 2.1242 2.6083
O 1.8847 0.7113 2.6298
C 0.8685 0.2476 1.8203
N 1.1593 -1.2011 1.6383
C 0.6924 -1.6853 0.5421
C 1.0294 -3.0965 0.1680
N 0.3745 -3.6196 -1.0074
C 1.2975 -3.9474 -2.0969
C -0.0906 -0.5930 -0.1289
C -0.4771 -0.7021 -1.5906
C -1.9777 -0.4665 -1.7715
C -2.8390 -1.5027 -1.0899
O -2.4138 -2.4802 -0.5030
O -4.1743 -1.2906 -1.1785
C 0.7785 0.6260 0.3373
C 0.2285 1.9650 -0.0522
O -1.0964 2.0885 0.4561
C -1.7614 3.1779 -0.0371
C -3.2545 3.0846 0.0419
O -1.1733 4.1373 -0.5274
H 3.9216 3.2426 2.0764
H 2.9846 2.7185 0.6662
H 3.9153 1.5803 1.5966
H 1.2357 2.6871 2.4096
H 2.4455 2.3724 3.6151
H -0.1001 0.2772 2.3218
H 1.7281 -1.7348 2.2811
H 0.8664 -3.7133 1.0471
H 2.1109 -3.1047 0.0041
H -0.1012 -4.4700 -0.7603
H 1.5320 -3.0798 -2.7044
H 2.2253 -4.4061 -1.7553
H 0.8098 -4.6627 -2.7455
H -0.9937 -0.4702 0.4711
H 0.0071 0.0653 -2.1832
H -0.2225 -1.6668 -1.9980
H -2.2510 -0.4164 -2.8200
H -2.2517 0.4926 -1.3344
H -4.3671 -0.3648 -1.3449
H 1.7756 0.5035 -0.0764
H 0.8866 2.7520 0.2881
H 0.2100 2.0323 -1.1355
H -3.6448 2.7086 -0.8948
H -3.6066 4.1005 0.1494
H -3.6025 2.5149 0.8936
*
```

---

Record 5
One molecule with the formula C14H25N3O6S at a distorted geometry, computed with ωB97M-V/def2-TZVPD.

Properties
**Energy**: -42513.055 eV
**SMILES**: CCCN(CCC)C(=O)[C@@H]1OC(C(=O)O)=C[C@H](N)[C@H]1NS(C)(=O)=O
**Relative energy (zero: lowest compared OMol25 entry of this formula, charge and spin)**: 17.2 kJ/mol
**Strongest force on any atom**: 4.72 eV/A
**HOMO-LUMO gap**: 9.49 eV

ORCA input file:
```
! wB97M-V def2-TZVPD RIJCOSX def2/J DEFGRID3
* xyz 0 1
C -2.8062 -2.3272 -2.4602
C -1.7909 -1.2066 -2.5075
C -2.2111 -0.0608 -1.6182
N -1.1073 0.8919 -1.4414
C -0.9741 1.9730 -2.4136
C 0.1115 1.6342 -3.4845
C 0.2138 2.7844 -4.5084
C -0.1556 0.7553 -0.4179
O 0.7882 1.5564 -0.4059
C -0.2099 -0.2998 0.7168
O -1.3579 0.0079 1.5426
C -1.4505 -0.5594 2.8264
C -2.6967 -0.3923 3.5777
O -2.7568 -0.9062 4.6796
O -3.7434 0.3056 3.0271
C -0.3455 -1.2756 3.3058
C 0.9658 -1.4971 2.5792
N 1.9778 -1.4991 3.6336
C 1.1019 -0.3759 1.5799
N 2.2915 -0.5564 0.6886
S 3.8833 -0.4023 1.2555
C 3.9170 1.1398 2.2046
O 4.2373 -1.5726 2.0839
O 4.7811 -0.2416 0.1405
H -3.8272 -1.9887 -2.7529
H -2.8892 -2.7574 -1.4600
H -2.4940 -3.1653 -3.0827
H -0.8156 -1.6226 -2.2381
H -1.7547 -0.8489 -3.4988
H -2.5006 -0.4275 -0.6187
H -3.1107 0.4330 -1.9868
H -1.9266 2.1930 -2.9383
H -0.7420 2.9129 -1.9092
H -0.2091 0.7137 -3.9802
H 1.0577 1.4641 -3.0216
H -0.7895 3.1153 -4.8241
H 0.7506 2.4312 -5.4208
H 0.7463 3.6638 -4.0926
H -0.2936 -1.3002 0.3093
H -4.4461 0.3139 3.6960
H -0.3851 -1.7172 4.2898
H 0.9549 -2.4353 2.0581
H 2.9549 -1.6507 3.2831
H 1.7677 -2.2432 4.2863
H 1.2463 0.5801 2.1242
H 2.2486 0.1320 -0.0822
H 3.2482 1.0336 3.0893
H 3.5834 1.9922 1.5949
H 4.9624 1.3026 2.5918
*
```

---

Question: Look up the strongest force on any atom of the third one.
Answer: 0.86 eV/A